1.
{"formula": "C12H15N", "method": "ωB97M-V/def2-TZVPD", "e_tot_ev": -14177.9514, "de_lowest_kj_mol": 19.0, "largest_force_ev_per_a": 1.59, "homo_ev": -8.8, "gap_ev": 9.78, "spin_multiplicity": 1, "elements": ["N", "C", "C", "C", "C", "C", "C", "C", "C", "C", "C", "C", "C", "H", "H", "H", "H", "H", "H", "H", "H", "H", "H", "H", "H", "H", "H", "H"], "positions_angstrom": [[1.197, 2.565, -1.215], [-1.359, -1.183, 2.792], [-0.383, -0.604, -1.306], [-0.523, 0.893, -1.564], [0.986, 0.711, 0.427], [1.151, -0.965, -1.458], [-2.148, -1.828, 1.822], [-0.811, -0.855, 0.110], [1.930, -0.194, -0.387], [-0.056, -0.181, 1.060], [-1.834, -1.728, 0.469], [-0.307, -0.347, 2.424], [0.240, 1.694, -0.501], [1.737, 3.133, -0.513], [-3.012, -2.420, 2.126], [-0.959, -1.190, -2.084], [-1.594, 1.151, -1.525], [-2.436, -2.284, -0.243], [-0.199, 1.144, -2.563], [2.691, 0.433, -0.868], [0.228, 0.256, 3.186], [1.303, -2.029, -1.337], [-1.550, -1.357, 3.826], [2.452, -0.863, 0.296], [1.550, 1.256, 1.174], [-0.436, 2.278, 0.125], [0.660, 3.211, -1.784], [1.483, -0.695, -2.489]], "atomic_forces_ev_per_a": [[0.6, 0.6, 1.3], [-0.1, -0.1, -0.8], [0.6, -0.8, -1.2], [-1.2, 0.0, 0.3], [-0.2, -0.3, -0.1], [-0.8, 0.5, -0.4], [0.4, -0.1, 0.4], [-0.2, -1.1, -0.7], [0.5, 0.6, -0.3], [0.1, 0.5, 0.3], [-0.2, 0.5, 0.8], [-0.2, 0.4, -0.1], [0.8, 0.1, -0.4], [-0.8, -0.6, -1.0], [0.3, 0.0, 0.0], [0.4, 0.6, 1.1], [0.2, -0.1, 0.0], [0.2, 0.2, -0.2], [0.4, 0.1, -0.3], [-0.1, -0.1, 0.1], [-0.2, -0.6, -0.6], [-0.1, -0.3, 0.0], [-0.3, 0.0, 0.6], [0.0, -0.1, 0.0], [0.1, 0.2, 0.3], [-0.2, 0.0, 0.0], [0.2, 0.1, 0.0], [-0.3, -0.1, 0.8]], "mulliken_charge": [-0.756, -0.536, 0.128, -1.495, -0.337, -0.988, -0.550, 0.455, -0.931, 0.358, -0.946, -1.074, 0.270, 0.261, 0.378, 0.502, 0.256, 0.438, 0.577, 0.356, 0.370, 0.388, 0.425, 0.451, 0.886, 0.511, 0.240, 0.362]}

2.
{"formula": "C12H15N", "method": "ωB97M-V/def2-TZVPD", "e_tot_ev": -14172.4475, "de_lowest_kj_mol": 550.1, "largest_force_ev_per_a": 8.11, "homo_ev": -8.7, "gap_ev": 9.68, "spin_multiplicity": 1, "elements": ["N", "C", "C", "C", "C", "C", "C", "C", "C", "C", "C", "C", "C", "H", "H", "H", "H", "H", "H", "H", "H", "H", "H", "H", "H", "H", "H", "H"], "positions_angstrom": [[-3.003, -0.280, -1.056], [-1.529, -0.174, -1.107], [-1.339, 0.415, 1.286], [0.885, -0.545, -0.270], [1.080, 0.848, -0.245], [-0.636, -1.212, -0.335], [-1.172, -1.140, 1.169], [3.404, 0.199, -0.229], [-0.082, 1.911, -0.022], [-1.385, 1.058, -0.182], [2.435, 1.285, -0.274], [1.704, -1.502, 0.015], [3.025, -1.141, -0.149], [0.261, 2.915, -0.665], [-2.208, 1.741, -0.238], [-3.037, -0.977, -1.764], [3.863, -1.770, -0.230], [-0.223, 2.341, 1.214], [-1.099, 0.038, -2.150], [2.678, 2.399, -0.216], [-0.552, -1.146, 2.113], [-2.316, 0.638, 1.826], [-3.283, -0.903, -0.177], [1.485, -2.438, -0.239], [-2.260, -1.587, 1.351], [-0.508, 0.770, 1.806], [-0.685, -2.035, -0.925], [4.497, 0.296, -0.307]], "atomic_forces_ev_per_a": [[0.1, -3.1, 1.1], [1.5, 2.9, 1.9], [-3.8, -1.0, -1.5], [-7.9, 1.7, 0.3], [1.3, 2.1, 0.9], [0.4, 5.0, 2.1], [-2.1, 1.2, 0.1], [-0.3, 1.0, -0.4], [1.6, 1.3, 0.2], [1.8, 1.3, 2.3], [0.0, -1.4, 0.8], [5.3, 0.6, -1.3], [1.1, 2.2, 0.8], [-1.5, -2.7, 1.3], [-0.6, 0.0, -0.4], [-1.6, -0.9, -1.1], [0.6, -1.4, 0.2], [1.2, -0.9, -3.9], [-1.0, -0.5, 1.3], [-0.2, -1.8, -0.2], [-0.1, -2.0, -1.5], [1.4, 0.0, -0.4], [0.9, 1.9, -2.1], [-1.3, -4.0, 0.0], [2.6, 0.3, -0.4], [0.8, 0.6, 1.0], [0.5, -3.3, -0.9], [-0.6, 0.8, 0.0]], "mulliken_charge": [-0.758, -0.512, -1.345, 0.355, 1.021, -0.416, -0.827, -0.350, -1.361, -0.021, -0.768, -0.818, -0.570, 0.353, 0.694, 0.302, 0.436, 0.231, 0.530, 0.333, 0.314, 0.276, 0.355, 0.467, 0.251, 0.769, 0.768, 0.291]}

3.
{"formula": "C12H15N2P", "method": "ωB97M-V/def2-TZVPD", "e_tot_ev": -24953.5239, "de_lowest_kj_mol": 36.6, "largest_force_ev_per_a": 4.31, "homo_ev": -7.1, "gap_ev": 6.75, "spin_multiplicity": 1, "elements": ["P", "N", "N", "C", "C", "C", "C", "C", "C", "C", "C", "C", "C", "C", "C", "H", "H", "H", "H", "H", "H", "H", "H", "H", "H", "H", "H", "H", "H", "H"], "positions_angstrom": [[-3.238, 1.232, -1.538], [-0.554, 0.059, -0.824], [-3.580, 1.484, -3.053], [1.014, 1.552, 1.827], [-0.347, -1.053, -0.112], [-1.162, -2.194, -0.042], [0.153, 2.347, -0.944], [0.282, 1.093, -0.561], [0.731, -0.779, 0.772], [-0.736, -3.120, 0.863], [-1.460, 0.051, -1.887], [0.375, -2.944, 1.685], [1.069, -1.755, 1.640], [1.237, 0.645, 0.553], [2.702, 0.608, 0.123], [2.812, 0.049, -0.884], [1.747, -1.554, 2.541], [0.860, 2.982, -0.501], [0.419, -3.584, 2.452], [-0.651, 2.759, -1.593], [1.163, 0.971, 2.817], [-1.086, 0.658, -2.729], [-1.773, -0.964, -2.058], [-1.973, -2.226, -0.767], [-0.045, 1.754, 1.788], [3.120, 1.619, -0.007], [3.132, 0.144, 0.994], [-4.537, 1.778, -3.355], [1.593, 2.401, 1.868], [-1.266, -4.014, 0.930]], "atomic_forces_ev_per_a": [[1.1, -1.2, -1.2], [-1.1, 0.3, -2.3], [-0.7, -0.6, 0.2], [-1.3, -4.0, 0.8], [0.9, -0.6, 2.4], [1.2, 2.0, -1.3], [-1.2, 0.4, -1.4], [0.3, 0.1, 1.6], [-0.9, 0.0, -1.1], [0.8, -0.2, 0.1], [-1.9, 2.9, 0.0], [-1.8, 1.8, -2.6], [1.6, 0.3, 3.2], [-0.3, 0.0, 0.2], [-0.5, 0.0, -1.3], [0.1, 0.6, 1.9], [-0.5, -0.2, -1.6], [0.7, 1.2, 0.2], [0.9, -2.4, 2.7], [0.9, -0.5, 0.5], [0.1, 0.7, -1.6], [-0.1, -0.8, 0.0], [-0.3, 0.1, -0.8], [-0.1, -0.7, 0.7], [-0.3, 0.6, 0.3], [-0.2, -0.3, 0.1], [1.1, -0.5, -0.2], [1.2, 0.2, 0.8], [1.3, 2.0, -0.2], [-0.9, -1.5, 0.3]], "mulliken_charge": [0.250, 0.351, -0.466, -1.608, 0.720, -1.013, -1.554, -0.049, -0.430, -0.391, -1.406, -1.174, 0.187, 2.293, -1.521, 0.321, 0.243, 0.357, 0.450, 0.331, 0.247, 0.571, 0.502, 0.298, 0.477, 0.360, 0.462, 0.266, 0.467, 0.460]}

4.
{"formula": "C12H15N5O2S3", "method": "ωB97M-V/def2-TZVPD", "e_tot_ev": -56739.0833, "de_lowest_kj_mol": 10.8, "largest_force_ev_per_a": 1.65, "homo_ev": -8.7, "gap_ev": 8.93, "spin_multiplicity": 1, "elements": ["S", "S", "S", "O", "O", "N", "N", "N", "N", "N", "C", "C", "C", "C", "C", "C", "C", "C", "C", "C", "C", "C", "H", "H", "H", "H", "H", "H", "H", "H", "H", "H", "H", "H", "H", "H", "H"], "positions_angstrom": [[-2.060, -1.296, -1.012], [1.429, 1.016, 1.746], [0.469, 3.451, 0.141], [1.850, -3.852, 1.764], [-1.451, 3.248, -2.668], [-1.867, 0.645, 0.662], [1.742, -1.656, 1.421], [-1.850, 1.319, -1.618], [1.098, -0.314, -0.423], [0.809, 0.936, -0.736], [-1.313, 3.314, -0.280], [1.432, -0.483, 0.814], [-2.027, -1.639, 0.680], [2.318, -3.163, -2.808], [-1.917, 0.408, -0.602], [2.614, -2.955, -1.329], [-1.924, -0.497, 1.407], [-1.525, 2.660, -1.619], [1.350, -3.175, -0.486], [-1.875, -0.399, 2.891], [0.893, 1.767, 0.237], [1.652, -2.971, 0.964], [0.582, -2.476, -0.816], [-1.806, 2.773, 0.526], [3.390, -3.650, -1.002], [-1.052, 0.247, 3.194], [-2.083, -2.649, 1.030], [-1.640, 4.352, -0.332], [-2.798, 0.043, 3.263], [3.220, -3.017, -3.397], [1.568, -2.452, -3.143], [1.949, -4.170, -2.988], [1.987, -1.593, 2.403], [-1.748, -1.383, 3.331], [2.976, -1.937, -1.175], [1.002, -4.201, -0.616], [-1.918, 0.928, -2.552]], "atomic_forces_ev_per_a": [[0.0, 0.6, 0.3], [-0.3, -0.3, -1.0], [-0.2, 0.3, -0.2], [0.1, -0.2, 0.1], [0.0, 0.2, -0.1], [0.0, 0.7, 0.0], [0.4, -0.2, 0.7], [-0.4, -0.2, -0.7], [0.4, -1.6, 0.1], [0.0, 1.4, -0.5], [0.3, 0.1, 0.4], [-0.2, 1.3, 0.4], [0.0, 0.2, 0.0], [0.1, 0.1, 0.2], [-0.2, -1.0, 0.1], [-0.2, 0.0, -0.1], [0.0, -0.8, -0.1], [0.0, 0.1, 0.1], [0.1, -0.2, -0.2], [-0.1, 0.0, -0.1], [0.3, -0.1, 0.8], [-0.2, 0.0, -0.2], [0.0, -0.1, 0.0], [0.0, 0.2, -0.1], [0.0, 0.0, 0.1], [0.0, 0.0, 0.1], [0.0, -0.2, 0.1], [0.0, -0.1, -0.1], [0.0, 0.0, 0.1], [0.0, 0.0, -0.1], [-0.1, 0.1, -0.1], [-0.1, -0.1, -0.1], [-0.1, -0.2, -0.2], [0.0, 0.0, 0.1], [0.1, 0.0, 0.0], [0.0, 0.0, 0.1], [0.1, 0.2, 0.1]], "mulliken_charge": [-0.286, -0.176, -0.138, -0.628, -0.610, -0.251, -0.025, -0.035, 0.245, -1.011, -0.472, 0.435, -0.185, -1.308, 0.401, -0.269, -0.013, 0.385, -0.110, -1.272, 0.539, 0.213, -0.277, 0.327, 0.369, 0.257, 0.526, 0.411, 0.344, 0.381, 0.308, 0.334, 0.217, 0.358, 0.255, 0.571, 0.191]}

5.
{"formula": "C12H16AsF6NO4P2PtS6", "method": "ωB97M-V/def2-TZVPD", "e_tot_ev": -186365.4421, "de_lowest_kj_mol": 22.0, "largest_force_ev_per_a": 3.10, "homo_ev": -8.7, "gap_ev": 7.27, "spin_multiplicity": 1, "elements": ["Pt", "As", "S", "S", "S", "S", "S", "S", "P", "P", "F", "F", "F", "F", "F", "F", "O", "O", "O", "O", "N", "C", "C", "C", "C", "C", "C", "C", "C", "C", "C", "C", "C", "H", "H", "H", "H", "H", "H", "H", "H", "H", "H", "H", "H", "H", "H", "H", "H"], "positions_angstrom": [[0.264, -0.375, 0.639], [-0.104, 0.831, 3.542], [1.039, 1.903, -2.298], [-1.241, 2.368, -0.889], [-1.646, 0.178, 2.142], [-1.083, -1.025, 3.974], [1.646, 0.549, 2.319], [-0.081, 2.546, 4.639], [-1.071, -1.947, -0.291], [1.971, -1.489, -0.290], [-1.723, 4.917, -0.490], [2.957, 2.430, -3.941], [-3.394, 3.584, -0.157], [-2.780, 4.067, -2.177], [1.908, 4.195, -3.258], [0.995, 2.899, -4.727], [-0.677, 2.362, 0.412], [0.778, 0.620, -2.903], [2.016, 1.925, -1.233], [-2.105, 1.248, -1.217], [-0.245, 2.763, -2.014], [-2.645, -1.561, -1.081], [1.522, -4.214, -3.319], [1.277, -2.694, -1.469], [-1.481, -3.170, 0.990], [3.282, -0.653, -1.196], [-2.347, 3.837, -0.941], [2.843, -2.455, 0.967], [2.089, -3.378, -2.370], [1.756, 2.935, -3.642], [-0.103, -2.861, -1.517], [-0.670, -3.698, -2.474], [0.142, -4.370, -3.374], [-1.811, -4.096, 0.522], [3.439, -1.778, 1.580], [3.500, -3.182, 0.487], [4.107, -1.342, -1.386], [2.134, -2.968, 1.609], [-3.264, -0.992, -0.385], [-0.609, -3.359, 1.605], [-2.275, -2.774, 1.632], [-3.160, -2.482, -1.352], [3.163, -3.243, -2.352], [-2.463, -0.940, -1.956], [-1.744, -3.819, -2.533], [3.630, 0.194, -0.607], [2.155, -4.731, -4.029], [2.876, -0.267, -2.125], [-0.302, -5.006, -4.128]], "atomic_forces_ev_per_a": [[-0.4, -1.4, 0.7], [2.2, 2.2, 0.5], [0.2, 0.1, 0.4], [-1.3, -0.5, -1.6], [-0.5, -0.7, 0.0], [-0.9, -0.3, -0.8], [0.2, 0.3, 0.0], [-0.4, -0.4, 0.2], [0.1, 0.5, -0.5], [-0.2, 0.2, -0.2], [0.0, 0.0, 0.0], [0.0, 0.0, 0.0], [-0.1, 0.0, 0.1], [0.0, 0.0, 0.0], [0.0, 0.1, 0.0], [-0.1, 0.0, -0.1], [0.6, -0.1, 1.8], [0.0, -0.1, 0.0], [-0.3, 0.1, -0.3], [0.3, 0.5, 0.2], [0.2, 0.0, -0.3], [0.0, -0.1, 0.0], [-0.1, 0.0, 0.0], [0.2, 0.0, -0.1], [-0.2, 0.1, -0.1], [0.1, 0.0, 0.1], [0.1, 0.0, -0.1], [0.2, 0.0, -0.1], [-0.1, 0.0, 0.0], [0.0, 0.0, 0.1], [0.0, -0.1, 0.0], [0.1, -0.1, 0.1], [0.1, 0.0, 0.0], [-0.1, 0.0, 0.0], [0.0, 0.0, 0.0], [0.0, 0.0, 0.0], [0.0, 0.0, 0.0], [-0.1, -0.1, 0.1], [0.0, 0.0, 0.0], [0.1, -0.1, 0.1], [0.1, -0.1, -0.1], [0.0, 0.0, 0.0], [0.0, 0.0, 0.0], [0.0, 0.0, 0.0], [0.0, 0.0, 0.0], [0.0, 0.0, 0.0], [0.0, 0.0, 0.0], [0.0, 0.0, -0.1], [0.0, 0.0, 0.0]], "mulliken_charge": [1.487, 0.561, 1.392, 1.343, -0.174, -0.175, -0.437, -0.329, 0.637, 0.715, -0.206, -0.224, -0.212, -0.203, -0.212, -0.222, -0.620, -0.686, -0.625, -0.618, -0.606, -1.520, -0.812, 0.151, -1.287, -1.492, 0.305, -1.253, -0.783, 0.330, 0.636, -0.783, -0.746, 0.442, 0.443, 0.449, 0.613, 0.296, 0.407, 0.281, 0.379, 0.623, 0.342, 0.425, 0.339, 0.411, 0.412, 0.397, 0.410]}

6.
{"formula": "C12H16AuN4O6S6", "method": "ωB97M-V/def2-TZVPD", "e_tot_ev": -99654.6085, "largest_force_ev_per_a": 0.45, "charge": -1, "homo_ev": [-4.7, -5.9], "gap_ev": [7.13, 6.89], "spin_multiplicity": 3, "elements": ["Au", "S", "S", "S", "S", "S", "S", "O", "O", "O", "O", "O", "O", "N", "N", "N", "N", "C", "C", "C", "C", "C", "C", "C", "C", "C", "C", "C", "C", "H", "H", "H", "H", "H", "H", "H", "H", "H", "H", "H", "H", "H", "H", "H", "H"], "positions_angstrom": [[-0.263, 0.061, -0.204], [0.961, 4.225, -1.053], [1.192, -2.600, -1.549], [-1.516, 2.048, -0.942], [0.213, 4.303, 0.706], [2.627, 0.674, -1.342], [-1.633, 3.165, 0.715], [0.983, -1.887, -0.260], [3.227, 1.861, -1.900], [2.488, -3.198, -1.680], [3.500, -0.380, -0.923], [1.629, 1.065, -0.268], [0.061, -3.475, -1.844], [-4.396, -1.387, 0.781], [-3.580, -2.623, -1.149], [-2.827, -3.223, 1.086], [-2.087, -1.134, 0.071], [1.582, 0.032, -2.667], [-0.047, -0.629, -4.832], [-3.165, -3.715, -0.258], [-1.722, -2.282, 0.965], [-3.982, -2.510, 1.630], [-2.464, -1.692, -1.269], [-4.716, -1.926, -0.548], [0.453, 0.656, -4.709], [1.050, -1.273, -2.774], [1.268, 0.978, -3.637], [-3.281, -0.455, 0.643], [0.247, -1.581, -3.870], [-0.154, -2.583, -3.938], [0.212, 1.412, -5.446], [-2.286, -4.197, -0.688], [-0.682, -0.890, -5.671], [-2.748, -0.851, -1.903], [-1.478, -1.876, 1.947], [-3.011, -0.048, 1.618], [-3.731, -2.130, 2.622], [1.678, 1.974, -3.527], [-3.557, 0.365, -0.012], [-5.014, -1.103, -1.200], [-1.597, -2.204, -1.688], [-5.553, -2.620, -0.451], [-4.818, -3.205, 1.721], [-3.976, -4.441, -0.178], [-0.844, -2.770, 0.544]], "atomic_forces_ev_per_a": [[-0.2, 0.3, -0.2], [0.1, 0.1, 0.0], [0.2, 0.4, 0.0], [0.1, -0.3, 0.0], [0.1, 0.0, 0.0], [-0.2, -0.2, 0.1], [-0.1, 0.0, 0.0], [0.1, -0.1, 0.1], [0.1, 0.0, 0.2], [0.0, -0.1, 0.0], [0.1, 0.1, 0.0], [0.0, -0.1, -0.1], [0.1, -0.1, 0.1], [0.1, 0.0, -0.1], [0.0, 0.1, 0.1], [-0.1, 0.1, -0.1], [0.2, -0.2, 0.0], [-0.1, -0.3, -0.1], [-0.1, 0.0, -0.1], [0.1, 0.0, 0.0], [-0.1, -0.2, -0.1], [0.1, 0.0, -0.1], [-0.2, 0.0, 0.0], [0.1, 0.0, 0.0], [-0.1, 0.0, -0.1], [-0.1, 0.3, 0.0], [0.0, -0.1, 0.0], [0.0, -0.2, 0.1], [0.1, 0.1, 0.1], [0.0, 0.0, 0.0], [0.0, 0.0, 0.0], [0.0, 0.0, 0.0], [0.0, 0.0, 0.0], [0.0, 0.0, 0.0], [0.0, 0.0, 0.0], [0.0, 0.0, 0.0], [0.0, 0.0, 0.0], [0.0, -0.1, 0.0], [0.0, 0.1, -0.1], [0.0, 0.0, 0.0], [-0.1, 0.0, 0.1], [0.0, 0.0, 0.0], [0.0, 0.0, 0.0], [0.0, 0.0, 0.0], [-0.1, 0.0, 0.0]], "lowdin_spin": [0.449, 0.569, 0.003, 0.274, 0.366, 0.009, 0.099, 0.040, 0.014, 0.006, 0.003, 0.073, 0.001, 0.004, 0.003, 0.006, 0.083, -0.001, 0.000, 0.000, 0.003, 0.000, 0.000, 0.000, 0.000, -0.002, 0.000, 0.001, 0.000, 0.000, 0.000, 0.000, 0.000, 0.000, 0.000, 0.000, 0.000, 0.000, -0.001, 0.000, 0.000, 0.000, 0.000, 0.000, 0.000]}